DFT (ωB97M-V/def2-TZVPD) results for C3H6EuO3 as an isolated structure at a distorted geometry.

Summary:
E, a.u.: -1053.09508
Expectation value of S²: 15.7587
Charge: +2
HOMO energy (alpha / beta), eV: -16.6 / -16.6
Spin multiplicity: 8
HOMO-LUMO gap (alpha / beta), eV: 7.1889 / 7.4080
Energy relative to the best compared isomer or geometry (same formula, charge and spin), kcal/mol: 137.7

CARTESIAN COORDINATES (ANGSTROEM)
C (-1.302, -0.653, -1.905)
C (-0.135, -1.334, -1.597)
O (1.007, -0.476, -1.648)
C (2.153, -0.832, -2.208)
O (2.823, 0.314, -2.139)
Eu (1.405, 1.956, -1.334)
H (-2.213, -1.235, -1.758)
H (-1.372, -0.034, -2.801)
H (0.098, -2.332, -1.964)
H (3.764, 0.243, -2.359)
H (-0.910, -1.300, 0.244)
O (-1.203, -0.162, 0.493)
H (-2.051, 0.292, 0.463)

Cartesian forces (eV/Å) of the 6 atoms listed first:
C 1.5 -3.6 -1.0
C -1.7 1.1 -2.5
O 0.3 0.7 -0.5
C -0.7 -1.7 0.0
O 1.7 1.1 0.0
Eu -1.2 0.8 0.9

Here are the Mulliken charges for atoms 1 to 8, given in e: atom 1 (C): -0.44, atom 2 (C): -0.47, atom 3 (O): 0.04, atom 4 (C): -0.25, atom 5 (O): -0.34, atom 6 (Eu): 1.77, atom 7 (H): 0.35, atom 8 (H): 0.35

---

DFT (ωB97M-V/def2-TZVPD) results for C3H6F2 in the gas phase at a distorted geometry.

Summary:
E, a.u.: -317.58333
SMILES string: CCC(F)F
HOMO energy, eV: -11.8
HOMO-LUMO gap, eV: 12.8680
Energy relative to the best compared isomer or geometry (same formula, charge and spin), kcal/mol: 37.8

CARTESIAN COORDINATES (ANGSTROEM)
C (0.226, 0.331, 1.258)
C (-0.728, 0.058, -0.023)
C (0.174, -0.493, -1.028)
H (-0.251, 0.959, 2.122)
H (0.620, -0.651, 1.393)
H (1.090, 0.926, 0.769)
H (-1.692, -0.481, 0.189)
H (-1.215, 0.969, -0.493)
H (0.778, -1.492, -0.871)
F (-0.324, -0.445, -2.400)
F (1.322, 0.319, -0.916)

Cartesian forces (eV/Å) of the 6 atoms listed first:
C -0.9 2.7 -1.8
C -2.4 1.7 1.4
C 2.9 -1.8 -2.1
H 0.8 -1.8 -1.5
H 0.3 -0.6 1.4
H -1.7 -0.7 1.8

Here are the Mulliken charges for atoms 1 to 8, given in e: atom 1 (C): -0.84, atom 2 (C): -0.52, atom 3 (C): 0.34, atom 4 (H): 0.30, atom 5 (H): 0.29, atom 6 (H): 0.27, atom 7 (H): 0.30, atom 8 (H): 0.25

---

DFT (ωB97M-V/def2-TZVPD) results for a 2-piece molecular cluster, C3H6F2N2 overall at a distorted geometry.

Summary:
E, a.u.: -427.00913
HOMO energy, eV: -9.4
HOMO-LUMO gap, eV: 10.2518
Energy relative to the best compared isomer or geometry (same formula, charge and spin), kcal/mol: 88.2

CARTESIAN COORDINATES (ANGSTROEM)
C (-0.707, 0.251, 0.238)
C (0.085, -1.046, 0.387)
C (1.492, 0.649, -0.326)
N (0.186, 1.026, -0.612)
N (1.459, -0.558, 0.413)
F (2.250, 1.599, 0.294)
F (2.328, -1.536, -0.103)
H (-1.670, 0.105, -0.257)
H (-0.871, 0.721, 1.219)
H (-0.125, -1.588, 1.310)
H (-0.072, -1.704, -0.474)
H (2.369, 0.445, -1.698)
H (0.020, 2.018, -0.693)

Cartesian forces (eV/Å) of the 6 atoms listed first:
C -0.2 0.0 0.3
C -0.1 -0.4 0.0
C 3.1 -0.4 -4.4
N -0.1 0.0 0.3
N -0.2 0.0 0.3
F -0.1 0.2 0.2

Here are the Mulliken charges for atoms 1 to 8, given in e: atom 1 (C): -0.43, atom 2 (C): -0.51, atom 3 (C): -0.04, atom 4 (N): -0.28, atom 5 (N): 0.06, atom 6 (F): -0.29, atom 7 (F): -0.20, atom 8 (H): 0.31

---

DFT (ωB97M-V/def2-TZVPD) results for C3H6F2NP in the gas phase at a distorted geometry.

Summary:
E, a.u.: -713.69975
SMILES string: [H]/N=C(\P)C(C)(F)F
HOMO energy, eV: -9.6
HOMO-LUMO gap, eV: 10.3048
Energy relative to the best compared isomer or geometry (same formula, charge and spin), kcal/mol: 0.0

CARTESIAN COORDINATES (ANGSTROEM)
C (-0.580, -0.413, -0.079)
C (1.857, 0.216, 0.491)
C (0.521, 0.734, 0.026)
N (-0.234, -1.588, -0.344)
F (0.033, 1.592, 0.940)
F (0.636, 1.220, -1.270)
P (-2.330, 0.187, 0.141)
H (2.682, 0.843, 0.122)
H (2.038, -0.815, 0.398)
H (1.956, 0.296, 1.517)
H (-1.090, -2.135, -0.392)
H (-2.624, 0.880, -1.170)
H (-2.863, -1.015, -0.379)

Cartesian forces (eV/Å) of the 6 atoms listed first:
C 0.6 2.0 -0.7
C 0.7 1.5 -0.9
C -0.2 -3.6 -0.4
N -0.1 -0.3 0.4
F -0.1 1.4 -0.5
F -0.4 0.7 1.2

Here are the Mulliken charges for atoms 1 to 8, given in e: atom 1 (C): 0.07, atom 2 (C): -1.46, atom 3 (C): 1.14, atom 4 (N): -0.58, atom 5 (F): -0.29, atom 6 (F): -0.28, atom 7 (P): -0.11, atom 8 (H): 0.31

---

DFT (ωB97M-V/def2-TZVPD) results for C3H6F2S in the gas phase at a distorted geometry.

Summary:
E, a.u.: -715.69692
HOMO energy, eV: -8.8
HOMO-LUMO gap, eV: 8.1169
Energy relative to the best compared isomer or geometry (same formula, charge and spin), kcal/mol: 78.5

CARTESIAN COORDINATES (ANGSTROEM)
C (0.326, -1.149, 0.745)
C (0.799, 0.573, -1.094)
C (-0.269, -0.127, -0.253)
F (-1.074, 2.110, 0.912)
F (-2.644, -0.374, 0.709)
S (-1.553, 0.758, 0.023)
H (1.190, -1.521, 0.150)
H (0.712, -0.584, 1.579)
H (-0.518, -1.754, 1.056)
H (1.628, -0.185, -1.282)
H (0.257, 0.785, -2.018)
H (1.145, 1.469, -0.526)

Cartesian forces (eV/Å) of the 6 atoms listed first:
C -0.6 1.2 -1.8
C -0.3 -0.3 0.4
C 1.0 -0.8 1.2
F 0.1 1.0 1.2
F 1.7 1.2 0.1
S -1.9 -1.8 -1.8

Here are the Mulliken charges for atoms 1 to 8, given in e: atom 1 (C): -1.02, atom 2 (C): -1.13, atom 3 (C): 0.53, atom 4 (F): -0.34, atom 5 (F): -0.29, atom 6 (S): 0.35, atom 7 (H): 0.25, atom 8 (H): 0.30

---

DFT (ωB97M-V/def2-TZVPD) results for C3H6FN in the gas phase at a distorted geometry.

Summary:
E, a.u.: -272.47125
SMILES string: NC1(F)CC1
HOMO energy, eV: -9.8
HOMO-LUMO gap, eV: 11.0102
Energy relative to the best compared isomer or geometry (same formula, charge and spin), kcal/mol: 12.5

CARTESIAN COORDINATES (ANGSTROEM)
C (0.694, 0.552, -0.804)
C (0.798, 0.582, 0.717)
C (-0.431, 0.021, -0.067)
N (-0.718, -1.426, 0.001)
F (-1.596, 0.842, 0.028)
H (0.554, 1.510, -1.254)
H (1.423, -0.229, -1.250)
H (1.321, -0.219, 1.240)
H (0.535, 1.611, 1.036)
H (-1.078, -1.808, 0.937)
H (-1.502, -1.436, -0.583)

Cartesian forces (eV/Å) of the 6 atoms listed first:
C 2.3 -2.1 -0.8
C -2.6 0.2 -1.0
C -0.1 -0.9 3.0
N 0.5 1.4 1.7
F 1.0 -0.8 -0.4
H 0.2 0.3 -0.5

Here are the Mulliken charges for atoms 1 to 8, given in e: atom 1 (C): -0.62, atom 2 (C): -0.73, atom 3 (C): 0.69, atom 4 (N): -0.63, atom 5 (F): -0.35, atom 6 (H): 0.28, atom 7 (H): 0.24, atom 8 (H): 0.32

---

DFT (ωB97M-V/def2-TZVPD) results for C3H6FN in the gas phase at a distorted geometry.

Summary:
E, a.u.: -272.42584
SMILES string: NC/C=C\F
HOMO energy, eV: -9.5
HOMO-LUMO gap, eV: 10.2355
Energy relative to the best compared isomer or geometry (same formula, charge and spin), kcal/mol: 41.0

CARTESIAN COORDINATES (ANGSTROEM)
C (-0.540, -0.341, 0.353)
C (0.563, 0.629, 0.009)
C (1.894, 0.407, -0.219)
H (-2.100, -1.301, -0.770)
H (-2.533, 0.381, 0.286)
H (-0.090, -1.339, 0.142)
H (-0.872, -0.283, 1.341)
H (0.326, 1.704, -0.080)
H (2.637, 1.124, -0.408)
N (-1.727, -0.181, -0.522)
F (2.442, -0.800, -0.134)

Cartesian forces (eV/Å) of the 6 atoms listed first:
C 1.5 -1.3 -2.4
C 2.1 1.1 -0.3
C -3.6 -0.3 1.0
H 0.9 4.5 1.3
H 2.6 -2.7 -3.7
H -0.4 0.5 0.5

Here are the Mulliken charges for atoms 1 to 8, given in e: atom 1 (C): -0.30, atom 2 (C): -0.28, atom 3 (C): -0.21, atom 4 (H): 0.27, atom 5 (H): 0.27, atom 6 (H): 0.29, atom 7 (H): 0.27, atom 8 (H): 0.23

---

DFT (ωB97M-V/def2-TZVPD) results for a 2-piece molecular cluster, C3H6FO2S overall at a distorted geometry.

Summary:
E, a.u.: -766.40215
Charge: -1
HOMO energy (alpha / beta), eV: -3.1 / -2.1
HOMO-LUMO gap (alpha / beta), eV: 6.9809 / 6.0324
Energy relative to the best compared isomer or geometry (same formula, charge and spin), kcal/mol: 39.3

CARTESIAN COORDINATES (ANGSTROEM)
C (0.749, 0.187, -1.183)
C (0.722, 0.227, 1.304)
C (0.096, 0.749, 0.067)
O (-3.102, -0.798, -0.962)
O (-1.640, -2.240, 0.274)
F (0.215, 2.268, -0.002)
S (-2.211, -0.901, 0.200)
H (0.199, -0.732, -1.754)
H (0.722, 1.005, -1.885)
H (1.693, -0.189, -0.968)
H (0.061, 0.466, 2.172)
H (1.667, 0.805, 1.560)
H (0.827, -0.847, 1.177)

Cartesian forces (eV/Å) of the 6 atoms listed first:
C -3.3 -0.8 -1.2
C -0.3 2.0 1.3
C -0.6 -0.1 -1.3
O 0.1 0.6 -0.1
O 1.0 -0.5 0.3
F -0.1 -2.2 0.3

Here are the Mulliken charges for atoms 1 to 8, given in e: atom 1 (C): -1.07, atom 2 (C): -1.19, atom 3 (C): 0.34, atom 4 (O): -0.54, atom 5 (O): -0.52, atom 6 (F): -0.39, atom 7 (S): 0.54, atom 8 (H): 0.20

---

DFT (ωB97M-V/def2-TZVPD) results for C3H6FeO4 as an isolated structure at a distorted geometry.

Summary:
E, a.u.: -1681.12079
Expectation value of S²: 8.7681
Charge: +3
HOMO energy (alpha / beta), eV: -24.8 / -24.3
Spin multiplicity: 6
HOMO-LUMO gap (alpha / beta), eV: 8.9558 / 3.7739

CARTESIAN COORDINATES (ANGSTROEM)
O (-1.862, -0.141, 0.032)
C (-0.659, 0.060, 0.483)
C (-2.418, 1.113, -0.423)
O (1.787, -2.093, -0.010)
O (-0.206, 1.279, 0.283)
C (-1.214, 2.064, -0.393)
Fe (1.882, -0.653, 1.248)
H (-3.213, 1.399, 0.274)
H (-2.825, 0.959, -1.425)
H (-1.386, 2.969, 0.196)
H (-0.816, 2.306, -1.383)
O (-0.075, -0.709, 1.267)
H (2.451, -2.764, -0.207)
H (0.856, -2.564, -0.081)

Cartesian forces (eV/Å) of the 6 atoms listed first:
O 1.6 -1.2 1.0
C -4.2 3.2 -1.2
C -0.7 0.8 -0.5
O -2.6 -0.8 0.3
O 1.1 -1.2 0.8
C -0.5 0.5 -0.7

Here are the Mulliken charges for atoms 1 to 8, given in e: atom 1 (O): -0.12, atom 2 (C): 1.11, atom 3 (C): -0.22, atom 4 (O): -0.51, atom 5 (O): -0.27, atom 6 (C): -0.20, atom 7 (Fe): 1.50, atom 8 (H): 0.33

---

DFT (ωB97M-V/def2-TZVPD) results for C3H6I2NS as an isolated structure at a distorted geometry.

Summary:
E, a.u.: -1165.89520
Charge: +1
HOMO energy, eV: -13.3
HOMO-LUMO gap, eV: 8.2059
Energy relative to the best compared isomer or geometry (same formula, charge and spin), kcal/mol: 36.4

CARTESIAN COORDINATES (ANGSTROEM)
C (0.021, -0.408, -1.004)
C (-0.556, -1.434, -0.044)
C (0.405, 0.812, 1.058)
N (-0.249, 0.845, -0.342)
S (0.406, -1.353, 1.549)
I (2.551, 1.402, 0.484)
I (-0.358, 2.081, 2.512)
H (1.036, -0.585, -0.873)
H (-0.079, -0.423, -2.079)
H (-1.617, -1.205, 0.163)
H (-0.337, -2.484, -0.320)
H (0.088, 1.678, -0.866)
H (-1.310, 1.076, -0.236)

Cartesian forces (eV/Å) of the 6 atoms listed first:
C -0.2 -1.6 0.5
C -0.3 -1.2 0.5
C 2.2 -1.9 -0.4
N -2.3 2.7 1.1
S -0.8 3.9 -1.7
I -1.3 -0.4 0.7

Here are the Mulliken charges for atoms 1 to 8, given in e: atom 1 (C): -0.56, atom 2 (C): -0.55, atom 3 (C): -0.52, atom 4 (N): -0.36, atom 5 (S): 0.10, atom 6 (I): 0.25, atom 7 (I): 0.35, atom 8 (H): 0.32